1.
Formula: C4H4N2S2
Source: OMol25
Level of theory: wB97M-V/def2-TZVPD

Structure (XYZ):
```
12
Properties=species:S:1:pos:R:3:forces:R:3:mulliken_charge:R:1
C -0.631421 -1.206468 1.856205 -2.52 0.39 0.45 0.07
C -0.048417 0.336052 -1.016761 -0.72 0.28 -0.70 0.06
C 0.800701 0.962813 -2.029741 -0.08 0.03 0.30 -0.71
C 1.461282 1.569904 -2.841815 -0.41 -0.57 1.02 0.32
H 1.078668 -1.349994 1.194183 0.33 -0.18 0.13 0.27
H -1.621428 -1.575917 2.234259 1.14 -0.13 -0.02 0.28
H -1.750047 0.567415 1.575278 1.69 -0.98 0.12 0.31
H 2.119051 2.121651 -3.468286 -0.07 -0.03 -0.19 0.44
N 0.363933 -1.915908 1.653681 0.73 -0.65 -0.24 -0.55
N -0.768854 0.169032 1.622673 -1.38 1.34 -0.64 -0.26
S 0.316050 0.962151 0.634151 0.12 -0.19 -0.69 -0.05
S -1.319519 -0.640729 -1.413826 1.18 0.69 0.46 -0.17
```
Positions in Å, forces in eV/Å.

Output
Structure (SMILES): [H]/N=C\NSC(=S)C#C
Frontier orbital gap, eV: 8.07
Energy relative to the best compared isomer or geometry (same formula, charge and spin), kcal per mole: 72.65
Multiplicity: 1


2.
Formula: C3H6N4
Source: OMol25
Level of theory: wB97M-V/def2-TZVPD

Structure (XYZ):
```
13
Properties=species:S:1:pos:R:3:forces:R:3:mulliken_charge:R:1
C 2.473918 -0.730950 -0.024017 0.24 0.74 0.03 0.04
C 0.543335 0.170380 0.072816 -1.79 0.54 -0.27 0.26
C -2.871559 -0.139002 0.080590 -1.49 -1.59 0.48 0.05
N 2.624558 0.567582 -0.011125 1.78 -0.24 0.00 -0.37
N 1.432993 1.136133 0.042881 -1.39 -0.29 -0.03 0.33
N 1.149454 -1.019594 0.027519 -1.01 0.04 -0.03 0.02
N -2.015224 0.692661 -0.173752 3.34 0.24 0.08 -0.15
H 3.289609 -1.436461 -0.066101 -0.05 -0.12 0.02 0.42
H -3.963318 0.049502 -0.003847 0.30 0.46 -0.15 0.32
H 1.348714 2.152479 0.069045 -0.12 -0.12 0.00 0.27
H -2.670804 -1.162696 0.416733 0.29 0.14 -0.02 0.25
H 0.725897 -1.943132 0.045553 -0.10 0.06 -0.03 0.26
H -2.067577 1.663097 -0.476290 0.00 0.15 -0.08 0.31
```
Positions in Å, forces in eV/Å.

Output
Frontier orbital gap (alpha / beta), eV: 6.85 / 6.86
Charge: +2
Energy relative to the best compared isomer or geometry (same formula, charge and spin), kcal per mole: 123.67
Multiplicity: 1


3.
Formula: C49H41NO11PS4Sr
Source: OMol25
Level of theory: wB97M-V/def2-TZVPD

Structure (XYZ):
```
108
Properties=species:S:1:pos:R:3:forces:R:3:mulliken_charge:R:1
Sr 0.917982 -0.605702 0.293945 -0.94 0.37 -0.87 0.67
O -2.853709 3.190603 -1.085820 0.03 -0.01 -0.08 -0.64
C -2.212143 1.971050 -0.875042 -0.07 -0.01 0.01 1.19
O -1.661701 1.432854 -2.083637 -0.02 -0.05 -0.03 -0.59
C -1.161321 2.235958 0.216993 0.08 0.05 0.14 -1.95
O 0.096543 1.671946 -0.059706 -0.18 0.23 -0.22 1.95
C 0.926473 2.493779 -0.874682 0.07 -0.15 -0.21 1.30
C 2.165671 1.732897 -1.396905 -0.14 0.16 -0.14 -0.46
O 3.083291 2.449909 -1.810544 -0.11 -0.02 0.10 -0.86
O 2.082744 0.469805 -1.384777 0.60 0.47 -0.35 -0.68
H -3.557931 3.042587 -1.732753 -0.03 -0.02 0.06 0.55
H -1.070768 3.316642 0.359770 0.01 0.00 -0.01 -0.28
H -1.503723 1.813037 1.161733 0.00 -0.02 0.03 0.35
H 0.365586 2.828112 -1.751975 -0.05 -0.04 0.01 0.50
H 1.254511 3.350876 -0.296887 -0.04 -0.04 -0.04 -1.37
O 2.898024 -1.764150 3.866796 0.03 0.08 -0.04 -0.74
S 2.393812 -1.843905 2.521491 0.29 -0.61 0.81 1.83
O 2.974035 -0.894087 1.571811 0.63 -0.16 0.13 -0.85
O 0.927948 -1.791258 2.409129 0.00 -0.41 0.57 -0.74
C 2.883442 -3.494552 1.967183 0.02 0.04 0.10 0.04
C 4.110741 -3.923493 2.460268 0.01 -0.02 0.04 -0.87
C 4.595855 -5.185989 2.159667 -0.05 0.04 -0.02 -0.79
C 3.832150 -6.039751 1.379047 -0.01 0.00 -0.01 -0.82
C 2.608763 -5.614002 0.884138 0.07 0.03 0.05 -0.44
C 2.115492 -4.333547 1.148669 0.03 -0.13 -0.04 -0.29
P 0.572561 -3.726784 0.347675 0.30 0.03 0.04 0.83
C 0.260846 -4.969265 -0.957459 -0.10 -0.03 0.00 0.25
C 1.210389 -5.136241 -1.968651 -0.01 -0.01 -0.03 -0.05
C 0.957825 -5.963707 -3.049350 0.02 0.02 -0.01 -0.80
C -0.260600 -6.625158 -3.150877 0.00 -0.01 0.00 -0.58
C -1.219277 -6.448091 -2.167210 0.01 0.02 0.02 -0.59
C -0.962607 -5.625414 -1.076053 0.05 -0.01 -0.02 -0.66
C -0.701474 -4.113580 1.586612 -0.11 -0.10 0.03 0.78
C -0.610602 -5.186230 2.470019 -0.05 0.03 -0.04 -0.58
C -1.637064 -5.435597 3.369053 0.01 0.00 0.01 -0.73
C -2.760502 -4.618068 3.387260 0.01 -0.01 0.01 -0.69
C -2.850853 -3.545897 2.511585 0.02 0.03 -0.02 -0.68
C -1.819957 -3.287316 1.617019 -0.05 -0.04 0.02 0.22
H 4.671174 -3.255949 3.101172 -0.01 -0.01 -0.01 0.54
H 5.556485 -5.502405 2.546090 -0.01 0.00 0.00 0.38
H 4.184246 -7.038901 1.150892 0.00 0.02 0.01 0.42
H 2.026089 -6.286997 0.269155 0.00 0.00 0.00 0.52
H 2.156930 -4.607814 -1.909814 -0.02 -0.01 0.00 0.52
H 1.706941 -6.079331 -3.823379 -0.01 0.00 0.01 0.40
H -0.463952 -7.262707 -4.002789 0.00 0.01 0.01 0.35
H -2.181811 -6.938682 -2.248050 0.02 0.01 0.00 0.40
H -1.730114 -5.483551 -0.326466 0.00 0.01 0.03 0.34
H 0.265685 -5.823634 2.459914 0.00 0.00 0.01 0.39
H -1.559276 -6.267716 4.058626 0.00 0.01 -0.01 0.38
H -3.560412 -4.813503 4.091461 0.01 0.00 -0.01 0.35
H -3.723184 -2.902344 2.530020 0.02 -0.01 0.00 0.46
H -1.863534 -2.452028 0.924877 -0.04 0.01 -0.02 0.07
O -1.040896 -1.148482 -0.822991 -0.54 0.02 -0.19 1.62
C -1.686066 -1.054637 -2.018115 0.10 -0.11 0.13 3.00
C -2.508476 0.275688 -2.056002 0.08 0.03 0.07 0.11
C -3.149205 0.730360 -0.730212 0.02 0.00 -0.04 0.34
C -4.605857 0.974320 -0.923681 -0.04 0.02 0.02 -1.53
C -5.025563 0.836884 -2.180385 -0.02 0.01 0.03 -0.30
S -3.823948 0.348150 -3.357517 0.00 0.00 -0.06 -0.31
C -2.658974 -2.232905 -2.180392 -0.03 0.04 -0.11 0.16
C -3.629423 -2.621133 -1.303242 0.02 0.03 0.02 -0.36
C -4.372102 -3.746956 -1.750034 -0.03 -0.04 0.04 -1.15
C -3.949336 -4.198601 -2.963983 0.05 0.04 -0.04 -0.55
S -2.649267 -3.257622 -3.560979 -0.03 -0.03 0.08 -0.06
C -0.677569 -1.077486 -3.173992 -0.03 0.07 -0.02 -1.56
C 0.415527 -1.888658 -3.212114 0.02 0.06 0.01 -0.16
C 1.183515 -1.749147 -4.397336 0.04 -0.03 0.00 -0.98
C 0.656051 -0.831037 -5.250767 -0.03 0.03 0.00 -0.75
S -0.763656 -0.126110 -4.604835 0.01 -0.03 -0.01 -0.17
H -2.886918 0.097530 0.115323 0.01 0.00 0.00 0.32
H -5.261656 1.262357 -0.110884 0.03 -0.02 -0.04 0.37
H -6.044503 0.981294 -2.518902 0.05 -0.01 0.01 0.45
H -3.803897 -2.116597 -0.363221 -0.01 0.00 -0.01 0.67
H -5.175166 -4.206054 -1.187610 0.03 0.02 -0.01 0.38
H -4.316149 -5.047390 -3.520998 0.01 0.04 0.01 0.50
H 0.655415 -2.554770 -2.396446 0.00 0.00 -0.01 0.16
H 2.100159 -2.289134 -4.593895 -0.03 0.01 0.01 0.41
H 1.043850 -0.502047 -6.202407 -0.02 -0.01 0.03 0.43
C 0.929686 5.777658 -2.078901 0.02 0.00 0.00 -0.64
O 1.497282 5.858389 -0.772343 -0.05 0.01 -0.02 -0.51
C 0.691442 5.733789 0.326984 0.02 0.13 0.00 1.27
C -0.562114 6.308491 0.441978 0.02 -0.02 -0.06 -0.71
C -1.243143 6.246103 1.650599 -0.02 -0.01 0.03 -0.76
C -0.653143 5.647969 2.750027 -0.05 0.01 0.01 -0.88
C 0.601941 5.068050 2.640742 0.11 -0.02 -0.07 -0.58
C 1.265845 5.069163 1.421556 0.02 0.15 0.09 0.13
N 2.550576 4.541615 1.208593 0.06 -0.05 0.21 0.05
C 3.322740 3.713080 1.927643 -0.25 -0.02 0.02 -0.83
C 3.060352 2.829512 2.958694 -0.21 -0.02 -0.13 1.45
C 4.215172 2.324338 3.653426 0.05 -0.01 0.04 -1.05
C 4.105202 1.493001 4.709125 0.10 -0.01 0.01 -0.75
C 2.807452 1.067517 5.135178 -0.06 -0.01 -0.05 -0.17
C 1.688271 1.441573 4.478821 0.02 -0.10 0.06 -0.91
C 1.739194 2.265817 3.288152 0.01 0.13 -0.09 0.67
O 0.731806 2.442577 2.585673 0.21 -0.01 0.00 -0.60
H -0.097134 6.134650 -2.105343 -0.03 0.03 0.03 0.28
H 0.962284 4.749829 -2.432386 0.05 -0.04 -0.01 0.21
H 1.542924 6.401634 -2.724755 0.01 0.00 0.00 0.28
H -1.006585 6.816921 -0.401278 0.00 0.00 -0.02 0.34
H -2.229394 6.686193 1.729485 0.02 -0.02 0.00 0.38
H -1.171250 5.617966 3.699647 0.02 0.00 -0.01 0.39
H 1.067129 4.619734 3.501361 0.02 0.03 0.04 0.62
H 2.975678 4.892810 0.361083 -0.01 -0.03 -0.04 0.33
H 4.359061 3.770900 1.611087 0.03 -0.01 -0.02 0.26
H 5.192204 2.648228 3.308798 -0.01 -0.01 0.02 0.30
H 4.984729 1.122730 5.218194 0.00 0.00 -0.01 0.37
H 2.731607 0.383818 5.970643 -0.01 -0.01 0.02 0.36
H 0.712947 1.063139 4.759014 0.01 0.01 -0.01 0.38
```
Positions in Å, forces in eV/Å.

Output
Frontier orbital gap, eV: 7.46
Charge: -1
Energy relative to the best compared isomer or geometry (same formula, charge and spin), kcal per mole: 0.00
Multiplicity: 1


4.
Formula: C17H22O3
Source: OMol25
Level of theory: wB97M-V/def2-TZVPD

Structure (XYZ):
```
42
Properties=species:S:1:pos:R:3:forces:R:3:mulliken_charge:R:1
C -3.652041 -1.861422 2.019365 -0.20 -0.12 0.24 -1.30
C -2.920003 -1.676026 0.716184 0.35 -0.14 0.29 -0.04
O -1.549905 -1.391194 1.040212 -1.31 -0.32 -0.21 -0.24
C -0.710171 -1.504163 -0.028696 2.70 0.60 0.43 -0.20
C 0.667797 -1.210645 0.398315 -1.05 0.26 -2.23 1.12
C 1.640944 -0.945128 -0.627986 -0.47 -0.73 1.48 0.26
O 1.410969 -0.284885 -1.641650 -0.04 0.39 -0.91 -0.76
C 3.049850 -1.482113 -0.345679 -0.28 0.21 -0.36 -0.85
C 3.816941 -0.485109 0.508448 0.42 0.03 -0.02 -0.71
C 3.214632 -0.268408 1.903139 0.12 0.07 0.34 -0.56
C 2.366144 -1.433284 2.406485 -0.04 0.04 0.10 -1.03
C 0.969849 -1.628945 1.779083 -0.02 -0.78 1.24 -0.60
O -1.114913 -1.852489 -1.130887 -0.52 0.37 -0.14 -0.74
H -4.722419 -1.944532 1.834323 -0.09 0.01 0.01 0.41
H -3.332606 -2.785302 2.512385 0.03 0.17 -0.05 0.30
H -3.487015 -1.030104 2.710141 0.02 -0.04 -0.12 0.32
H -2.957838 -2.591240 0.114046 -0.11 0.33 -0.02 0.33
H -3.313403 -0.831906 0.133458 -0.10 -0.23 0.01 0.15
H 2.970921 -2.447321 0.165716 0.07 0.12 -0.13 0.28
H 3.559932 -1.638562 -1.301035 -0.08 0.08 0.08 0.43
H 4.848998 -0.841352 0.618956 -0.09 0.04 -0.01 0.34
H 3.875728 0.469961 -0.026990 0.01 -0.12 0.03 0.28
H 4.045098 -0.141977 2.613077 -0.18 0.12 -0.10 0.37
H 2.639528 0.662105 1.942444 -0.09 -0.08 -0.07 0.35
H 2.949888 -2.355548 2.302470 -0.03 0.11 0.03 0.39
H 2.197991 -1.303186 3.483937 0.17 -0.06 -0.14 0.43
H 0.229148 -1.151597 2.441744 0.34 -0.12 -0.11 0.27
H 0.752995 -2.711873 1.851654 -0.01 0.12 0.36 0.13
C -1.000784 1.560345 -0.839015 -0.07 0.24 0.39 0.31
C -1.545944 1.060321 -2.012529 0.09 -0.49 -0.50 0.32
C -1.916545 1.741505 -3.168988 -0.17 -0.10 -0.08 -0.67
C -1.592497 3.040849 -3.542580 -0.10 0.06 -0.16 -0.16
C -1.024075 4.029262 -2.749457 0.06 0.24 -0.19 -0.32
C -0.795786 3.992300 -1.377273 0.09 0.33 0.17 -0.17
C -0.834666 2.906406 -0.513588 0.13 -0.06 0.15 -0.62
H -0.763928 0.842054 -0.049714 -0.01 -0.02 -0.21 0.08
H -1.695661 -0.021387 -2.040877 0.06 0.09 0.21 0.40
H -2.477901 1.148928 -3.898668 0.38 0.18 0.14 0.36
H -1.831956 3.320623 -4.575778 0.12 -0.09 0.42 0.31
H -0.796477 4.976762 -3.249731 -0.19 -0.31 0.22 0.33
H -0.527058 4.950227 -0.917334 -0.05 -0.35 -0.20 0.32
H -0.643765 3.118052 0.542875 0.11 -0.06 -0.38 0.36
```
Positions in Å, forces in eV/Å.

Output
Frontier orbital gap, eV: 3.62
Energy relative to the best compared isomer or geometry (same formula, charge and spin), kcal per mole: 83.18
Multiplicity: 1


5.
Formula: C4H11N3O
Source: OMol25
Level of theory: wB97M-V/def2-TZVPD

Structure (XYZ):
```
19
Properties=species:S:1:pos:R:3:forces:R:3:mulliken_charge:R:1
C 0.970225 0.434862 1.638589 0.65 0.61 0.04 -0.94
N 0.750734 0.974643 0.309352 -1.05 -1.53 -1.24 -0.30
C -1.301661 0.728720 -0.066400 -1.97 -1.12 -3.11 -0.01
N -2.177001 0.644716 0.862345 2.37 0.05 -0.07 -0.71
H 0.755122 1.967504 0.103844 0.52 -0.31 0.33 0.31
H -1.868414 -0.054464 1.550098 -0.55 -0.37 -0.29 0.30
H -1.468264 1.415597 -0.900857 0.28 0.50 0.60 0.38
H 0.212177 0.820547 2.322635 0.05 0.12 0.04 0.35
H 1.971517 0.710849 1.974953 -0.05 0.07 0.36 0.33
H 0.907017 -0.651121 1.696911 -0.16 0.12 -0.53 0.30
N -0.712910 -1.691730 0.033811 1.07 -0.53 -0.03 -0.52
C 0.892799 0.091540 -0.894673 0.29 0.99 1.38 0.00
C -0.400409 -0.711225 -1.011932 -0.29 1.25 2.99 -0.44
O 1.021648 1.014391 -1.974990 -0.50 -0.92 -0.17 -0.51
H 0.721855 0.529749 -2.764291 0.14 0.46 0.24 0.34
H -1.637488 -2.084604 -0.128334 0.19 0.25 0.01 0.23
H -0.058148 -2.471713 0.057568 -0.13 -0.04 -0.13 0.19
H 1.833202 -0.468682 -0.819484 -0.04 -0.25 0.14 0.31
H -0.412000 -1.199579 -1.989146 -0.83 0.63 -0.55 0.39
```
Positions in Å, forces in eV/Å.

Output
Frontier orbital gap, eV: 8.81
Energy relative to the best compared isomer or geometry (same formula, charge and spin), kcal per mole: 114.36
Multiplicity: 1


6.
Formula: FH2OPd
Source: OMol25
Level of theory: wB97M-V/def2-TZVPD

Structure (XYZ):
```
5
Properties=species:S:1:pos:R:3:forces:R:3:lowdin_spin:R:1
H 1.279556 0.183091 0.163901 -0.19 -0.60 -0.57 0.02
F -1.698768 1.430275 0.183603 -9.50 14.65 5.40 0.45
Pd -0.959044 0.138610 -0.279740 -6.60 -7.73 -6.64 1.30
O 0.568666 -0.426488 -0.161502 15.77 -5.83 1.51 0.20
H 0.809588 -1.325490 0.093736 0.52 -0.49 0.30 0.03
```
Positions in Å, forces in eV/Å.

Output
Frontier orbital gap (alpha / beta), eV: 11.08 / 8.30
Charge: +1
Multiplicity: 3